# C32H85ClN9O17

A cluster of 9 separate species, C32H85ClN9O17 in total in a non-equilibrium geometry (the ωB97M-V functional and the def2-TZVPD basis, the Open Molecules 2025 dataset).

The calculation puts the energy above the lowest of the compared OMol25 structures with the same formula, charge and spin at 45.79 kcal/mol. The value obtained for the HOMO-LUMO gap is 8.1 eV. Its lowest unoccupied orbital energy is 0.0766 Ha. The value obtained for the HOMO energy is -6.040 eV. As for the charge: -1. Its spin multiplicity is 1. Its largest force on an atom is 0.1384 hartree/bohr. For the electronic energy, the calculation gives -95288.2451 eV.

Each line ends with the Löwdin charge.
Positions of all 144 atoms, in Å:
Cl (-8.73697, -2.66613, -22.51503)  0.61
O (-9.82253, -2.31620, -21.66202)  -0.35
O (-7.97575, -3.51438, -21.70831)  -0.39
O (-9.14807, -3.34328, -23.75467)  -0.36
O (-7.83203, -1.57867, -22.74081)  -0.35
C (-6.45477, 3.59018, -22.25843)  -0.04
O (-6.30562, 3.04258, -23.64696)  -0.18
C (-6.85045, 1.77106, -23.76217)  -0.24
C (-8.37713, 1.73585, -23.58979)  -0.20
N (-8.85009, 2.79578, -24.47455)  -0.04
C (-10.32093, 3.09807, -24.53446)  -0.16
C (-10.88548, 3.28910, -23.12978)  -0.23
O (-10.01365, 4.14698, -22.45133)  -0.20
C (-10.19052, 4.39407, -21.15490)  -0.16
H (-7.49461, 3.65903, -21.93891)  0.05
H (-6.04801, 4.58754, -22.09132)  0.08
H (-6.00815, 2.91357, -21.52985)  0.08
H (-6.32824, 0.94896, -23.27273)  0.12
H (-6.51887, 1.56830, -24.78052)  0.11
H (-8.72873, 1.84279, -22.56362)  0.10
H (-8.77721, 0.75653, -23.85242)  0.10
H (-8.39835, 3.61342, -24.09048)  0.08
H (-10.92322, 2.34430, -25.04161)  0.11
H (-10.53183, 4.05078, -25.02022)  0.11
H (-11.02844, 2.32688, -22.63802)  0.12
H (-11.87076, 3.75403, -23.16398)  0.12
H (-11.20359, 4.68666, -20.87890)  0.09
H (-9.47435, 5.12382, -20.77721)  0.10
H (-10.00660, 3.47825, -20.59315)  0.08
C (-15.58717, -8.43925, -23.53591)  -0.08
O (-14.95157, -7.24680, -24.04196)  -0.21
C (-14.22777, -7.43812, -25.17983)  -0.27
C (-13.46341, -6.10274, -25.44028)  -0.19
N (-14.26909, -4.87231, -25.35372)  -0.04
C (-13.50913, -3.63142, -25.51835)  -0.22
C (-12.94743, -3.06730, -24.25985)  -0.22
O (-14.00174, -2.71402, -23.33906)  -0.20
C (-13.63101, -2.56286, -22.00284)  -0.11
H (-14.79707, -8.86151, -22.91500)  0.09
H (-15.91827, -9.18609, -24.25751)  0.08
H (-16.43478, -8.05585, -22.96786)  0.09
H (-14.91084, -7.65123, -26.00208)  0.11
H (-13.61705, -8.33067, -25.04388)  0.11
H (-12.96886, -6.19731, -26.40702)  0.11
H (-12.62584, -6.07700, -24.74321)  0.11
H (-14.48551, -4.67510, -24.38710)  0.08
H (-14.14158, -2.86039, -25.95837)  0.12
H (-12.64466, -3.87951, -26.13418)  0.12
H (-12.47037, -2.14432, -24.58946)  0.12
H (-12.04745, -3.51007, -23.83314)  0.11
H (-13.21125, -3.52152, -21.69810)  0.10
H (-14.46237, -2.24276, -21.37476)  0.08
H (-13.00687, -1.67731, -21.88302)  0.08
C (-0.55540, -2.92246, -27.13638)  -0.15
O (-1.84230, -2.68744, -26.68781)  -0.20
C (-1.96427, -1.88384, -25.55301)  -0.23
C (-3.33820, -2.14754, -24.90872)  -0.19
N (-4.36076, -1.53374, -25.78949)  -0.03
C (-5.68962, -1.82373, -25.19908)  -0.20
C (-6.79238, -1.32453, -26.10595)  -0.25
O (-6.57085, -0.04648, -26.67193)  -0.19
C (-7.80391, 0.52028, -27.10780)  -0.10
H (-0.63000, -3.38762, -28.11932)  0.09
H (0.09312, -3.49827, -26.47610)  0.08
H (0.00358, -2.00924, -27.34048)  0.08
H (-1.89498, -0.90910, -26.03590)  0.13
H (-1.17947, -2.04678, -24.81433)  0.12
H (-3.34680, -1.56668, -23.98643)  0.12
H (-3.43891, -3.18981, -24.60596)  0.10
H (-4.14864, -1.63988, -26.77124)  0.11
H (-5.91866, -1.19864, -24.33600)  0.09
H (-5.81838, -2.86424, -24.90095)  0.10
H (-7.73346, -1.30974, -25.55619)  0.11
H (-6.80384, -2.14786, -26.82017)  0.12
H (-7.50488, 1.47119, -27.54876)  0.09
H (-8.47423, 0.60446, -26.25241)  0.07
H (-8.26389, -0.05071, -27.91432)  0.08
C (-6.13989, -9.08730, -22.66390)  -0.07
O (-5.76313, -9.41952, -21.32622)  -0.23
C (-5.96372, -10.75573, -20.92087)  -0.22
C (-7.34741, -10.95272, -20.44359)  -0.23
N (-7.80700, -9.83238, -19.56580)  -0.02
C (-9.22283, -9.60161, -19.46746)  -0.20
C (-9.63886, -8.92797, -20.73482)  -0.20
O (-9.23334, -7.55270, -20.53891)  -0.23
C (-9.68425, -6.53261, -21.38707)  -0.09
H (-5.30829, -9.45231, -23.26665)  0.09
H (-6.07247, -8.01329, -22.83733)  0.07
H (-7.08990, -9.48006, -23.02627)  0.09
H (-5.27764, -10.98974, -20.10684)  0.13
H (-5.93623, -11.43262, -21.77479)  0.12
H (-7.53963, -11.94877, -20.04479)  0.12
H (-7.90362, -11.05043, -21.37589)  0.09
H (-7.33998, -9.05721, -20.01427)  0.07
H (-9.48502, -9.03739, -18.57246)  0.13
H (-9.73882, -10.54929, -19.31338)  0.11
H (-10.72749, -8.90884, -20.78606)  0.11
H (-9.18796, -9.24772, -21.67425)  0.11
H (-9.93937, -5.82063, -20.60215)  0.10
H (-10.58777, -6.85045, -21.90741)  0.08
H (-8.87023, -6.22015, -22.04117)  0.07
C (-12.38868, -0.05730, -17.64625)  -0.13
O (-10.97753, -0.04566, -17.46913)  -0.20
C (-10.21556, 0.60742, -18.54479)  -0.16
C (-8.65096, 0.40496, -18.37606)  -0.16
N (-8.37229, -1.02484, -18.58729)  -0.08
C (-6.94922, -1.13638, -18.59273)  -0.20
C (-6.42982, -1.33831, -17.15635)  -0.21
O (-6.34359, -2.71876, -16.86673)  -0.19
C (-5.45130, -2.97615, -15.80196)  -0.11
H (-12.86577, -0.77209, -16.97574)  0.09
H (-12.77479, -0.25798, -18.64562)  0.07
H (-12.78641, 0.94748, -17.50363)  0.07
H (-10.52466, 1.65266, -18.54769)  0.10
H (-10.51500, 0.15830, -19.49175)  0.11
H (-8.29081, 0.65058, -17.37703)  0.12
H (-8.29725, 1.05363, -19.17744)  0.11
H (-8.64525, -1.23891, -19.53586)  0.10
H (-6.43973, -0.32149, -19.10700)  0.11
H (-6.67068, -2.01222, -19.17874)  0.13
H (-7.00589, -0.80721, -16.39861)  0.12
H (-5.41359, -0.94865, -17.09694)  0.11
H (-4.40807, -2.68613, -15.92716)  0.09
H (-5.58675, -4.05298, -15.70104)  0.09
H (-5.80762, -2.55246, -14.86301)  0.08
C (-4.73788, -5.30239, -22.70447)  -0.84
O (-4.36558, -5.13979, -21.55285)  0.04
N (-4.03464, -5.89320, -23.58086)  0.16
N (-5.88970, -5.05372, -23.24223)  0.19
H (-3.25604, -6.20726, -23.01939)  0.13
H (-4.32713, -6.25137, -24.47879)  0.12
H (-6.55223, -4.51618, -22.70168)  0.07
H (-6.00258, -5.44845, -24.16503)  0.12
C (-6.10008, -6.36412, -18.89373)  -0.72
O (-6.00313, -6.95047, -17.75510)  -0.07
N (-5.76470, -6.94323, -20.01422)  0.17
N (-6.82994, -5.31343, -19.05130)  0.20
H (-6.05486, -6.66348, -20.94031)  0.08
H (-5.41660, -7.89068, -19.97869)  0.09
H (-7.13069, -4.92599, -18.16839)  0.11
H (-6.80431, -4.96283, -19.99816)  0.09
O (-9.45494, -3.46569, -18.31654)  -0.07
H (-9.22106, -3.50288, -19.24399)  -0.01
H (-9.20782, -2.58264, -18.04196)  -0.02